w | Here is a 14-piece molecular cluster, C42H84O42 overall from the OMol25 dataset. Energies are from wB97M-V/def2-TZVPD.

Element x y z (Å)
C  2.36  5.24  3.30
O  2.91  4.38  2.30
C  3.47  3.24  2.66
O  3.57  2.81  3.79
O  3.96  2.61  1.61
C  4.30  1.22  1.78
H  3.10  5.54  4.05
H  1.52  4.69  3.74
H  2.03  6.17  2.86
H  4.92  1.10  2.66
H  4.88  0.92  0.91
H  3.40  0.61  1.76
C  4.88  -3.00  -0.39
O  6.20  -2.61  -0.02
C  6.53  -1.86  1.01
O  5.78  -1.52  1.90
O  7.83  -1.66  0.99
C  8.42  -1.08  2.14
H  4.08  -2.50  0.17
H  4.68  -4.04  -0.15
H  4.64  -2.73  -1.42
H  7.92  -0.20  2.54
H  9.46  -0.84  1.92
H  8.44  -1.88  2.88
C  -0.67  4.84  -0.54
O  -0.82  4.89  -1.96
C  -0.50  3.76  -2.58
O  -0.24  2.71  -2.04
O  -0.64  3.93  -3.88
C  -0.61  2.81  -4.73
H  -1.10  5.74  -0.10
H  0.37  4.76  -0.25
H  -1.23  3.96  -0.19
H  0.26  2.16  -4.66
H  -0.79  3.18  -5.74
H  -1.49  2.21  -4.52
C  -5.82  7.14  3.49
O  -5.17  5.92  3.31
C  -4.19  5.56  4.15
O  -3.87  6.10  5.17
O  -3.69  4.46  3.58
C  -2.73  3.62  4.18
H  -5.86  7.40  4.56
H  -6.89  7.22  3.28
H  -5.40  8.03  3.03
H  -2.70  3.35  5.23
H  -1.80  3.98  3.72
H  -2.81  2.64  3.70
C  3.69  -5.75  2.75
O  3.16  -4.80  1.84
C  2.52  -5.22  0.74
O  1.91  -4.48  0.00
O  2.60  -6.54  0.66
C  1.98  -7.16  -0.45
H  3.98  -5.27  3.68
H  4.58  -6.22  2.33
H  2.98  -6.52  3.05
H  0.92  -6.96  -0.60
H  2.21  -8.21  -0.30
H  2.45  -6.91  -1.40
C  -4.06  -4.54  3.74
O  -3.72  -3.56  2.76
C  -4.76  -3.00  2.15
O  -5.93  -3.23  2.34
O  -4.28  -2.04  1.38
C  -5.09  -1.25  0.52
H  -3.16  -5.10  3.95
H  -4.87  -5.20  3.42
H  -4.51  -4.09  4.63
H  -4.51  -0.55  -0.06
H  -5.75  -0.69  1.20
H  -5.73  -1.88  -0.10
C  2.97  -4.73  -3.12
O  3.78  -4.03  -4.07
C  3.60  -2.74  -4.21
O  2.90  -2.05  -3.51
O  4.26  -2.28  -5.28
C  4.21  -0.89  -5.55
H  3.07  -4.37  -2.10
H  3.19  -5.79  -3.25
H  1.94  -4.58  -3.44
H  4.15  -0.34  -4.61
H  3.45  -0.66  -6.29
H  5.16  -0.59  -6.00
C  0.86  -2.46  2.97
O  0.71  -1.21  3.64
C  -0.53  -0.73  3.87
O  -1.49  -1.43  3.86
O  -0.49  0.59  4.18
C  0.80  1.19  4.39
H  1.00  -3.22  3.73
H  1.58  -2.33  2.17
H  -0.01  -2.67  2.34
H  0.52  2.24  4.49
H  1.48  1.22  3.54
H  1.28  0.89  5.31
C  -4.34  4.04  -0.13
O  -3.95  5.38  -0.46
C  -4.74  6.43  -0.53
O  -5.93  6.45  -0.37
O  -3.97  7.49  -0.85
C  -4.55  8.76  -0.60
H  -3.42  3.46  -0.02
H  -4.87  3.50  -0.92
H  -4.84  3.98  0.83
H  -5.08  9.06  -1.50
H  -3.80  9.51  -0.34
H  -5.25  8.74  0.23
C  -7.29  3.05  2.54
O  -6.73  2.19  3.54
C  -5.52  1.73  3.36
O  -4.81  1.96  2.38
O  -5.24  0.88  4.33
C  -3.97  0.26  4.31
H  -8.34  3.13  2.77
H  -7.16  2.53  1.59
H  -6.79  4.02  2.41
H  -3.92  -0.62  4.94
H  -3.23  1.00  4.62
H  -3.73  -0.12  3.32
C  -1.86  1.10  1.12
O  -1.22  0.10  0.38
C  0.14  0.11  0.35
O  0.86  0.82  0.99
O  0.50  -0.80  -0.53
C  1.88  -1.12  -0.52
H  -1.61  1.21  2.18
H  -2.94  0.96  1.10
H  -1.64  2.06  0.65
H  2.19  -1.93  -1.17
H  2.28  -1.30  0.48
H  2.45  -0.19  -0.63
C  -5.57  -1.12  -5.10
O  -4.22  -1.26  -4.65
C  -3.83  -0.31  -3.82
O  -4.31  0.78  -3.66
O  -2.71  -0.74  -3.20
C  -2.12  0.19  -2.33
H  -6.30  -1.02  -4.30
H  -5.74  -2.04  -5.66
H  -5.61  -0.27  -5.79
H  -2.81  0.69  -1.64
H  -1.51  0.90  -2.87
H  -1.40  -0.31  -1.67
C  -0.48  -4.30  -1.94
O  -1.45  -4.60  -2.96
C  -1.02  -5.15  -4.08
O  0.12  -5.24  -4.49
O  -2.09  -5.53  -4.77
C  -1.93  -6.49  -5.80
H  0.30  -3.70  -2.40
H  -0.11  -5.24  -1.52
H  -0.96  -3.85  -1.08
H  -2.34  -7.46  -5.53
H  -0.89  -6.68  -6.05
H  -2.44  -6.19  -6.72
C  9.69  -1.19  -4.24
O  8.38  -1.31  -3.77
C  7.78  -0.26  -3.27
O  8.20  0.87  -3.22
O  6.58  -0.69  -2.81
C  5.85  0.33  -2.12
H  9.79  -0.97  -5.31
H  10.30  -2.09  -4.24
H  10.26  -0.44  -3.70
H  5.75  1.27  -2.67
H  6.51  0.70  -1.32
H  4.95  0.01  -1.61

The value obtained for the gap between HOMO and LUMO is 10.620 eV. The LUMO energy is 0.306 eV. As for the spin multiplicity: 1.



x | Here is a 14-piece molecular cluster, C42H84O42 overall from the OMol25 dataset. Energies are from wB97M-V/def2-TZVPD.

Element x y z (Å)
C  -9.10  17.05  16.50
O  -10.27  17.77  16.06
C  -10.35  18.96  16.47
O  -9.57  19.63  17.19
O  -11.56  19.49  16.07
C  -11.70  20.89  16.34
H  -9.05  16.15  15.88
H  -9.19  16.88  17.57
H  -8.22  17.68  16.33
H  -12.76  21.08  16.28
H  -11.10  21.46  15.62
H  -11.30  21.14  17.32
C  -8.98  20.73  22.79
O  -8.77  19.98  21.59
C  -8.05  18.88  21.74
O  -7.65  18.43  22.87
O  -7.77  18.37  20.56
C  -6.90  17.21  20.58
H  -9.81  21.34  22.50
H  -8.09  21.33  22.94
H  -9.13  20.03  23.61
H  -6.02  17.49  21.16
H  -6.76  17.05  19.53
H  -7.47  16.46  21.08
C  -11.06  13.96  18.66
O  -11.51  15.27  18.23
C  -11.44  16.20  19.15
O  -11.07  16.04  20.35
O  -11.94  17.30  18.63
C  -11.97  18.40  19.55
H  -10.29  14.12  19.40
H  -10.65  13.46  17.80
H  -11.91  13.46  19.13
H  -12.71  18.23  20.34
H  -12.19  19.27  18.95
H  -11.01  18.57  20.00
C  -0.28  16.22  17.26
O  -0.67  15.08  16.54
C  0.30  14.59  15.74
O  1.42  15.05  15.57
O  -0.28  13.58  15.11
C  0.69  12.92  14.23
H  -0.49  17.09  16.66
H  0.74  16.03  17.55
H  -0.97  16.31  18.08
H  1.10  13.61  13.49
H  0.08  12.11  13.83
H  1.54  12.52  14.81
C  -4.65  23.44  21.22
O  -6.01  23.03  21.34
C  -6.78  23.02  20.27
O  -6.39  23.40  19.13
O  -7.98  22.76  20.62
C  -8.91  22.64  19.55
H  -4.47  23.71  22.24
H  -4.62  24.25  20.52
H  -4.17  22.63  20.73
H  -9.84  22.40  20.07
H  -8.61  21.81  18.92
H  -9.03  23.60  19.07
C  -3.30  15.69  20.11
O  -2.04  16.15  20.60
C  -2.06  17.14  21.46
O  -1.06  17.66  21.91
O  -3.29  17.42  21.87
C  -3.35  18.45  22.92
H  -3.78  16.53  19.64
H  -3.87  15.27  20.93
H  -3.00  14.89  19.46
H  -2.57  18.25  23.65
H  -4.34  18.37  23.35
H  -3.25  19.44  22.46
C  -9.27  27.32  14.60
O  -9.04  26.05  15.19
C  -10.00  25.14  14.85
O  -10.99  25.39  14.11
O  -9.82  24.00  15.39
C  -8.56  23.72  16.03
H  -8.52  27.98  15.03
H  -10.32  27.55  14.78
H  -9.09  27.28  13.53
H  -8.57  22.68  16.32
H  -8.38  24.40  16.86
H  -7.72  23.86  15.35
C  1.55  18.52  19.75
O  0.91  19.86  19.50
C  0.84  20.16  18.21
O  1.31  19.55  17.25
O  0.22  21.40  18.12
C  0.24  21.98  16.81
H  0.97  17.73  19.29
H  1.52  18.38  20.82
H  2.51  18.49  19.25
H  1.29  22.16  16.54
H  -0.29  22.90  16.94
H  -0.26  21.27  16.18
C  -3.36  23.79  17.61
O  -2.81  23.67  18.89
C  -1.70  24.30  19.09
O  -1.18  25.19  18.40
O  -1.25  23.90  20.25
C  0.01  24.48  20.70
H  -2.76  23.18  16.93
H  -3.36  24.83  17.33
H  -4.39  23.48  17.70
H  0.26  25.22  19.96
H  0.71  23.67  20.73
H  -0.21  24.91  21.67
C  -2.83  20.16  19.53
O  -4.12  20.19  18.84
C  -4.22  19.16  17.99
O  -3.34  18.28  17.78
O  -5.39  19.11  17.34
C  -6.44  20.09  17.72
H  -2.79  19.21  20.02
H  -2.73  20.94  20.27
H  -2.02  20.38  18.83
H  -5.96  21.05  17.76
H  -6.86  19.81  18.68
H  -7.20  19.93  16.99
C  -1.95  24.33  25.04
O  -0.95  23.61  24.28
C  -1.36  22.59  23.59
O  -2.55  22.15  23.50
O  -0.27  22.06  23.01
C  -0.49  20.86  22.34
H  -1.94  23.93  26.04
H  -2.94  24.21  24.61
H  -1.66  25.37  24.99
H  0.46  20.56  21.90
H  -1.21  20.99  21.54
H  -0.91  20.13  23.01
C  -5.25  15.82  15.33
O  -6.02  15.68  16.52
C  -5.80  14.61  17.25
O  -5.15  13.62  16.89
O  -6.46  14.70  18.38
C  -6.54  13.51  19.14
H  -4.87  14.85  14.99
H  -4.38  16.43  15.50
H  -5.96  16.24  14.63
H  -5.63  13.32  19.71
H  -6.60  12.66  18.47
H  -7.44  13.69  19.71
C  -4.92  19.86  13.99
O  -6.18  19.29  13.79
C  -7.14  20.21  13.51
O  -6.96  21.44  13.36
O  -8.23  19.52  13.44
C  -9.39  20.36  13.10
H  -4.64  20.54  13.20
H  -4.15  19.12  13.92
H  -4.93  20.41  14.95
H  -9.42  20.56  12.02
H  -9.34  21.30  13.63
H  -10.28  19.83  13.39
C  0.45  18.42  14.32
O  0.09  17.31  13.46
C  -0.94  17.68  12.67
O  -1.60  18.72  12.66
O  -1.29  16.70  11.77
C  -0.51  15.48  12.01
H  0.88  19.23  13.77
H  1.16  18.06  15.05
H  -0.46  18.88  14.72
H  -0.76  15.10  12.99
H  0.56  15.71  11.90
H  -0.89  14.81  11.26

The value obtained for the gap between HOMO and LUMO is 11.099 eV. The LUMO energy is 0.490 eV. As for the spin multiplicity: 1.



The energy of each structure relative to the most stable one, in kJ/mol, is as follows: w 89.7; x 0.0.



w | Here is C5H8O4 in the gas phase from the OMol25 dataset. Energies are from wB97M-V/def2-TZVPD.

Element x y z (Å)
C  0.12  0.03  1.50
C  -0.16  0.19  0.05
C  -0.26  1.62  -0.31
C  1.12  -0.33  -0.67
O  1.90  0.27  -1.36
O  1.35  -1.61  -0.37
C  -1.44  -0.50  -0.54
O  -2.36  0.09  -1.23
O  -1.46  -1.83  -0.29
H  0.92  0.89  1.60
H  -0.97  0.23  1.98
H  0.54  -0.97  1.85
H  0.60  2.22  -0.01
H  -1.19  2.00  0.20
H  -0.18  1.85  -1.40
H  2.10  -1.99  -0.97
H  -0.63  -2.16  -0.02

The value obtained for the gap between HOMO and LUMO is 10.772 eV. Its SMILES is CC(C)(C(=O)O)C(=O)O. The LUMO energy is 0.223 eV. As for the spin multiplicity: 1.



x | Here is C5H8O4 in the gas phase from the OMol25 dataset. Energies are from wB97M-V/def2-TZVPD.

Element x y z (Å)
C  2.12  -0.58  -0.44
O  1.54  0.57  -1.13
C  0.85  1.49  -0.21
O  1.48  2.59  0.27
C  -0.73  1.33  0.29
C  -0.99  -0.07  1.14
C  -1.55  -1.17  0.02
O  -2.57  -1.96  0.38
O  -1.01  -1.29  -1.35
H  1.35  -1.25  0.15
H  2.59  -1.29  -1.28
H  3.04  -0.31  0.27
H  -1.12  2.26  0.90
H  -1.38  1.25  -0.70
H  0.01  -0.42  1.65
H  -1.79  0.07  1.99
H  -1.82  -1.20  -1.95

The value obtained for the gap between HOMO and LUMO is 10.542 eV. Its SMILES is COC(=O)CCC(=O)O. The LUMO energy is 0.119 eV. As for the spin multiplicity: 1.



The energy of each structure relative to the most stable one, in kJ/mol, is as follows: w 0.0; x 385.0.